(1)
C15H43K2O10 | ωB97M-V with the def2-TZVPD basis set

Geometry (Å):
K 30.091460 -16.749730 10.048380
K 27.501780 -11.619700 12.928760
O 24.564490 -16.345390 12.672790
O 23.787020 -12.142130 10.737530
O 21.957870 -19.086920 16.124500
O 31.552300 -13.219440 14.487610
O 25.773270 -17.499280 14.127270
O 20.393320 -16.578650 10.902910
O 29.162620 -20.011890 15.102610
O 25.004920 -20.604880 6.618880
O 25.837210 -11.483410 17.085170
O 26.661490 -15.953940 12.748330
C 28.246440 -21.702040 16.501710
C 24.706130 -13.391240 17.817480
C 25.474000 -12.155690 18.269170
C 21.380770 -18.339340 17.174910
C 22.635260 -10.249350 9.709560
C 31.981590 -14.466350 15.076650
C 25.669500 -16.598450 13.156340
C 30.985100 -14.774470 16.246410
C 19.911110 -18.843470 17.364630
C 29.387810 -20.688420 16.380560
C 22.524200 -11.681370 10.344580
C 23.979380 -20.472480 8.741590
C 19.460500 -16.926840 11.889850
C 23.760210 -20.748700 7.268830
C 18.854010 -15.672780 12.632460
H 19.269990 -18.612890 16.513810
H 21.710910 -9.996720 9.190100
H 23.310480 -21.721080 7.068020
H 24.837360 -17.699820 14.201130
H 21.815200 -11.679700 11.172480
H 19.961860 -17.610440 12.575000
H 23.073270 -20.043870 6.800390
H 18.409450 -14.974490 11.923340
H 24.307750 -19.448880 8.921940
H 24.842570 -20.321490 5.716150
H 28.248550 -22.152960 17.494070
H 30.327750 -21.240000 16.361990
H 31.244130 -15.702330 16.756370
H 23.855260 -13.116130 17.194230
H 27.250250 -21.264880 16.433860
H 25.248390 -14.171520 17.283430
H 23.705610 -13.072130 10.961330
H 18.119240 -15.948240 13.388990
H 28.296560 -19.598640 15.129920
H 18.711990 -17.541800 11.390190
H 21.954260 -18.516860 18.084690
H 23.397570 -10.335810 8.935280
H 22.021960 -19.997640 16.421290
H 31.021340 -14.006920 17.019490
H 26.368860 -12.544210 18.755340
H 28.333490 -22.536260 15.805580
H 31.745160 -13.277410 13.548970
H 29.454840 -20.003240 17.225630
H 22.985430 -20.545060 9.183050
H 24.840610 -11.542120 18.909810
H 22.886650 -9.435390 10.389530
H 24.655650 -21.121160 9.298350
H 19.508670 -18.322640 18.233460
H 26.153580 -10.601630 17.294900
H 21.206890 -17.265820 17.101280
H 24.267460 -13.944430 18.647920
H 32.981430 -14.458710 15.510670
H 19.628670 -15.042840 13.069710
H 21.262010 -16.400310 11.270560
H 22.086840 -12.437460 9.692560
H 32.016750 -15.250420 14.320280
H 19.764400 -19.895720 17.608230
H 29.970810 -14.879470 15.861310

Force components x, y, z for each atom (eV/Å):
K -0.403 -0.189 0.241
K -0.392 -0.372 0.190
O -2.228 -0.855 0.278
O 1.034 0.131 0.407
O 0.601 1.121 -0.773
O 0.350 -0.428 -0.073
O 0.299 -0.870 0.870
O 0.162 0.456 -0.968
O 1.265 -0.115 0.804
O 0.702 -0.085 -0.536
O 0.293 0.750 -0.752
O 2.659 -0.201 0.506
C 0.173 -0.289 1.206
C -1.001 -0.424 0.201
C -0.182 -1.745 -0.496
C -2.317 -1.894 1.035
C -0.022 -1.659 -0.280
C -1.162 -0.186 1.437
C 0.201 3.055 -2.558
C 0.623 -0.241 -0.871
C 0.252 0.471 0.825
C -1.431 -0.491 -1.297
C -1.044 1.026 -0.209
C -1.081 0.352 0.165
C -0.072 0.546 0.975
C 0.322 0.250 0.012
C 0.535 -0.571 -0.893
H 0.252 0.089 -0.122
H -0.094 -0.019 0.172
H 0.201 -0.369 0.245
H -0.438 -0.668 0.554
H 0.098 0.306 0.452
H -0.172 0.085 0.516
H -0.284 0.323 0.470
H -0.383 -0.350 -0.258
H 0.057 0.048 -0.237
H 0.104 -0.118 -0.060
H 0.156 -0.126 0.203
H 0.099 0.265 -0.478
H 0.102 -0.124 -0.179
H 0.039 0.165 -0.110
H 0.089 0.271 -0.326
H 0.543 0.467 -0.170
H 0.070 -0.186 0.108
H 0.062 -0.033 -0.022
H -0.154 0.042 0.129
H -0.305 0.349 0.005
H -0.017 0.154 0.225
H 0.141 0.258 -0.003
H -0.066 0.031 0.081
H 0.011 0.227 -0.275
H 0.096 0.498 0.539
H 0.063 0.300 -0.236
H 0.194 0.186 0.036
H -0.276 0.228 -0.080
H 0.019 -0.066 0.436
H 0.212 0.043 0.144
H 0.025 -0.323 0.217
H -0.024 -0.310 -0.480
H -0.238 0.197 0.049
H 0.019 0.035 0.156
H 1.055 0.041 -1.143
H 0.048 0.247 0.374
H 0.203 0.662 -0.175
H 0.292 -0.432 0.372
H -0.018 -0.065 0.313
H -0.032 0.392 -0.743
H -0.382 -0.156 -0.005
H 0.497 -0.201 -0.195
H -0.001 0.095 0.055

Properties
Orbital gap ... 0.1724 Eh
LUMO level ... -4.174 eV
2S+1 ... 1
Net charge ... +1

(2)
C15H43O7S6 | ωB97M-V with the def2-TZVPD basis set

Geometry (Å):
S 2.692982 -1.016423 5.031052
S -0.396187 -4.270893 -2.607309
S -3.464590 4.764584 -1.198162
S -4.661861 -3.131554 1.990768
S 5.359364 2.171100 1.431557
S -0.268025 -0.503820 -4.878257
O -4.348542 -3.417148 0.578357
O 3.005453 0.382091 5.438664
O 5.302129 0.689080 1.505705
O -2.295044 5.576261 -1.646533
O -1.464373 -3.381856 -2.158385
O -1.154265 -0.723150 -3.723837
O -2.151819 0.240699 0.452894
C 3.648353 2.729900 1.475952
C -0.354832 -4.065000 -4.392376
C -5.179456 -1.415670 2.104528
C 1.181055 -3.468295 -2.312852
C 1.597327 -0.872809 3.599883
C 4.145885 -1.583013 4.147861
C 0.915531 0.747225 -4.337529
C -0.282650 -1.314743 0.341458
C -3.190491 4.558265 0.566621
C -3.187849 3.060291 -1.618358
C 0.032602 1.175425 0.047727
C -1.217966 0.632726 -5.903582
C -3.059560 -2.820345 2.760259
C 5.792014 2.707584 3.098396
C -0.850730 0.078816 0.695536
H 0.207835 -4.844376 -4.924236
H -3.982830 3.987033 1.051827
H 1.971546 -4.057583 -2.782530
H -2.702597 -1.851164 2.408186
H 0.309238 1.412495 -3.715626
H 0.730738 -1.467998 0.735290
H -4.060847 2.477003 -1.308426
H -0.660304 0.980123 -6.774412
H -1.318997 -4.096540 -4.900073
H 4.976672 -1.689154 4.841280
H -2.389317 2.607849 -1.020635
H -2.425178 -3.662168 2.489595
H 3.544231 3.666183 0.926133
H -6.189857 -1.350343 1.697616
H 5.420208 1.932609 3.767387
H 1.089179 1.105703 0.333076
H 4.370351 -0.888013 3.337717
H -1.011870 -1.999282 0.782532
H 5.399017 3.696016 3.326777
H -3.202058 5.571566 0.965059
H 2.142305 -0.707074 2.673742
H 0.096250 -3.120471 -4.711274
H 3.291264 2.836284 2.498223
H -0.070666 1.122114 -1.046517
H -2.086304 0.080439 -6.263249
H 3.923533 -2.561205 3.711217
H 0.924891 -1.726703 3.580686
H -5.223626 -1.170789 3.167481
H -0.320437 -1.520184 -0.731779
H -4.502660 -0.786779 1.517919
H -0.645353 0.218207 1.809163
H 1.177093 -2.463965 -2.738577
H -1.567981 1.437258 -5.259398
H 6.880588 2.758456 3.136882
H 1.666362 0.295270 -3.690695
H -3.021509 2.911784 -2.681467
H 1.036370 0.040828 3.793326
H 1.328132 -3.401419 -1.237304
H 3.044823 1.984709 0.963666
H -2.237551 4.054525 0.710882
H -3.101071 -2.841827 3.854202
H -0.348918 2.162174 0.332440
H 1.394849 1.339083 -5.116146

Force components x, y, z for each atom (eV/Å):
S 0.079 0.181 -0.283
S -0.154 -0.316 -0.540
S 0.087 0.080 0.163
S 0.351 0.258 0.377
S -0.377 0.202 0.101
S -0.022 0.743 -0.375
O -0.253 -0.290 -0.435
O 0.120 0.269 0.236
O 0.187 -0.426 -0.018
O 0.047 0.010 -0.232
O -0.469 0.197 0.539
O 0.059 -0.405 0.286
O -0.440 0.034 -0.259
C -0.273 0.192 -0.113
C 0.695 -0.109 -1.756
C -0.506 -0.047 -0.149
C 0.309 0.183 -0.143
C 0.022 0.281 0.323
C -0.111 -0.480 -0.372
C -0.052 0.390 0.564
C -0.681 0.067 0.055
C -0.372 0.049 0.138
C -0.007 -0.982 0.505
C -0.302 0.148 -0.362
C -0.155 -0.228 -0.473
C 0.089 -0.166 0.562
C 0.507 0.084 -0.170
C 0.364 0.629 0.630
H 0.218 -0.118 0.519
H -0.023 -0.098 -0.186
H -0.012 -0.074 0.092
H 0.296 -0.170 -0.201
H 0.073 -0.005 0.016
H -0.030 -0.103 0.000
H -0.136 0.180 -0.154
H 0.103 0.131 0.139
H -0.417 -0.021 0.800
H -0.028 0.132 0.067
H 0.209 0.150 -0.230
H 0.103 0.169 -0.367
H 0.091 0.066 0.136
H 0.019 -0.032 -0.024
H -0.149 0.117 0.093
H 0.065 -0.051 -0.058
H 0.109 0.137 0.115
H 0.354 -0.330 0.059
H -0.155 -0.037 -0.018
H 0.196 -0.026 0.077
H 0.054 -0.266 -0.052
H -0.051 -0.002 0.426
H -0.012 -0.051 0.016
H 0.134 -0.137 0.079
H 0.019 -0.074 0.090
H -0.005 0.014 0.053
H 0.014 -0.011 -0.297
H 0.157 0.201 -0.053
H 0.037 0.243 -0.030
H 0.209 -0.029 0.172
H 0.253 -0.221 -0.041
H -0.161 0.014 0.067
H 0.131 0.101 -0.021
H -0.019 -0.128 0.120
H -0.025 -0.144 -0.086
H -0.007 0.257 -0.053
H -0.188 -0.131 0.089
H -0.009 -0.053 0.020
H 0.098 -0.132 -0.051
H 0.080 0.115 0.034
H -0.350 0.191 -0.053
H 0.073 -0.035 0.154
H -0.057 -0.285 -0.256

Properties
Orbital gap ... 0.1906 Eh
LUMO level ... 2.189 eV
2S+1 ... 1
Net charge ... -1

(3)
C15H44B5F20N4O4 | ωB97M-V with the def2-TZVPD basis set

Geometry (Å):
F -0.199355 1.780479 -1.726438
F -6.748762 -0.546852 -2.271895
F -1.704812 -5.925524 -5.136262
F -2.261542 1.738460 2.436057
F -3.798421 -5.044736 -5.415739
F 5.881674 -2.118081 -3.834137
F -1.416749 3.761991 -2.032159
F 3.944607 -3.177349 -4.391165
F -4.320553 1.006209 1.606484
F -2.324690 1.866797 -1.048713
F -5.809150 -2.616809 -1.906120
F -4.207201 2.026465 3.658238
F -2.061961 -3.625230 -4.949554
F -6.035680 -1.115613 -0.172946
F -2.778134 -5.065997 -3.314410
F 5.980984 -3.965813 -5.183471
F 5.461078 -4.203362 -2.965356
F -1.919544 1.970417 -3.307171
F -4.491899 -0.738516 -1.864026
F -3.310224 -0.069667 3.357107
O 0.555778 -0.759086 5.669947
O 0.771457 0.533919 2.080882
O 3.473329 1.161658 -2.777598
O -0.674502 -2.704252 -1.115413
N 3.573450 3.728833 -2.777320
N 1.125023 3.389009 2.339643
N -0.859576 -2.934052 6.704709
N -2.080596 -0.864642 -1.036439
C -2.294774 -1.216787 0.395255
C 2.272069 3.021408 -3.091169
C 0.838717 -2.057892 5.213216
C -0.152987 2.692256 1.912318
C 0.279550 1.464561 1.133592
C -0.453817 -2.827876 5.244651
C 1.637121 0.126857 5.561140
C 2.655755 1.761195 -3.761887
C -0.665332 -1.333584 -3.072803
C 1.367477 4.035858 -3.773391
C 1.239735 -0.659464 1.458119
C 4.344901 0.098516 -3.210166
C -0.975576 3.673085 1.113214
C -1.590798 -2.210169 4.457933
C -1.093218 -1.766519 -1.718956
B -2.592176 -4.915304 -4.697445
B -5.802987 -1.283214 -1.540234
B -1.495853 2.351567 -2.049843
B 5.289006 -3.389942 -4.089469
B -3.572924 1.183602 2.737472
H -1.815740 -1.246732 4.919086
H 1.118520 4.891256 -3.151228
H 0.416874 3.622933 -4.113239
H -1.865056 -3.011739 6.878931
H -3.007645 -0.833457 -1.544666
H 1.556220 3.813784 1.516118
H 1.892288 0.295145 4.508277
H -0.276582 -3.857711 4.930625
H 5.325832 0.533313 -3.404663
H 1.653423 -2.564564 5.756225
H 1.073886 1.696877 0.408667
H 1.892327 4.263037 -4.714244
H 4.229234 3.005926 -2.451012
H 2.538634 -0.197549 6.097302
H -0.406098 -2.227778 -3.638037
H 1.136395 -1.485532 2.160348
H -1.393603 -2.085527 3.400845
H 1.356852 1.074265 6.020056
H 1.002306 4.078040 3.078574
H -1.300743 4.487016 1.768447
H 0.167709 -0.626715 -3.004731
H -3.149815 -0.635700 0.722937
H -1.332166 -1.135726 0.889327
H 3.506431 4.547646 -2.183205
H -2.473167 -2.823559 4.653540
H 4.047819 -0.389931 -4.142448
H -0.662499 2.358925 2.814731
H 3.339020 1.996426 -4.601523
H -0.434355 -3.756374 7.130004
H -1.674798 0.078324 -1.054276
H 1.232323 -1.974740 4.191499
H -2.487535 -2.287303 0.337983
H -0.565761 -2.079085 7.189120
H 2.283580 -0.571500 1.143151
H 1.850120 2.719671 2.621327
H -0.590679 1.128981 0.569033
H -1.416109 -0.762802 -3.622647
H -1.804921 3.135420 0.660903
H -0.434057 4.197889 0.316999
H 4.331705 -0.701773 -2.480141
H 0.658045 -0.924933 0.573470
H 3.904916 4.024646 -3.700767
H 1.757091 2.819158 -2.147675
H 1.821865 1.175239 -4.151311

Force components x, y, z for each atom (eV/Å):
F 0.272 0.243 -0.401
F 0.243 -0.092 0.085
F 0.116 0.214 -0.047
F -1.161 -0.496 0.038
F 0.026 0.003 0.233
F 0.121 0.403 0.201
F 0.440 -0.149 0.360
F -0.174 -0.003 0.061
F 0.248 0.174 -0.179
F -0.367 0.075 0.373
F 0.055 -0.004 0.151
F 0.245 0.055 -0.058
F 0.279 0.094 0.049
F 0.294 -0.085 0.049
F -0.138 0.078 0.115
F -0.301 0.119 0.152
F -0.193 0.028 0.206
F 0.389 -0.331 0.062
F 0.391 0.193 -0.014
F 0.143 -0.120 0.107
O -0.103 -0.374 0.866
O 0.065 -0.271 -0.128
O -0.403 -0.532 0.269
O -0.032 0.213 0.105
N 0.267 -0.343 -1.051
N 1.313 -0.205 -0.231
N -0.190 0.120 0.516
N 1.117 0.094 0.245
C -0.220 -1.067 -1.304
C -2.382 1.466 1.454
C 0.614 0.451 -0.777
C 0.347 -0.132 -0.501
C -0.033 0.374 0.282
C 0.015 -0.581 -0.825
C 0.577 0.573 -0.033
C 1.542 -0.162 -0.446
C -0.261 0.229 -0.601
C 0.528 -0.778 -1.512
C 0.064 -0.079 -0.190
C 0.015 -0.285 -0.756
C 0.205 0.636 0.199
C -0.350 0.163 1.470
C 0.138 -0.087 -0.063
B -0.108 -0.290 -0.264
B -0.845 0.050 -0.247
B -0.168 0.489 -0.538
B 0.670 -0.228 -0.505
B -0.167 -0.190 0.598
H -0.014 0.230 -0.512
H 0.268 0.129 -0.046
H 0.021 -0.342 0.416
H -0.067 -0.003 -0.506
H -0.444 0.031 0.035
H -0.379 0.453 0.042
H -0.055 -0.043 0.033
H 0.076 0.026 -0.053
H 0.206 -0.287 0.318
H -0.188 0.183 0.405
H -0.079 0.093 -0.143
H -0.251 0.798 0.093
H -0.148 -0.084 0.341
H -0.133 -0.337 -0.062
H 0.092 0.077 -0.048
H 0.071 0.079 0.043
H 0.000 -0.060 -0.048
H -0.260 -0.048 -0.122
H -0.121 0.079 -0.118
H -0.466 -0.252 0.046
H 0.204 -0.293 0.294
H 0.190 0.029 0.500
H -0.294 0.515 0.431
H -0.103 -0.092 0.171
H -0.105 -0.049 -0.607
H -0.362 0.223 0.073
H 0.310 0.268 -0.088
H -0.449 -0.013 -0.331
H 0.183 0.173 0.166
H -0.520 0.049 -0.453
H -0.366 -0.339 -0.080
H -0.461 0.055 0.481
H 0.159 -0.011 -0.039
H 0.034 0.052 0.075
H -0.492 -0.259 0.415
H 0.079 -0.257 0.185
H -0.315 -0.262 0.204
H -0.128 0.304 0.146
H 0.261 -0.479 -0.167
H 0.309 0.199 0.225
H -0.038 0.092 0.027
H 0.225 0.257 0.198
H 0.472 -0.447 0.117
H -0.069 -0.085 0.368

Properties
Orbital gap ... 0.2231 Eh
LUMO level ... -0.669 eV
2S+1 ... 1
Net charge ... -1

What energy relative to the best compared isomer or geometry (same formula, charge and spin) values result from the calculations? In sequence: 5.008; 0.366; 2.758 eV.
What DFT total energy values result from the calculations? In sequence: -2549.2568; -3512.8918; -3240.5026 Ha.